(1)
Here is a single C4H4N2O molecule from the Open Molecules 2025 dataset. Energies are from ωB97M-V with the def2-TZVPD basis set.

Calculated values
Net charge: 0
Structure (SMILES): N#CCOCC#N
Energy above the lowest of the compared OMol25 structures with the same formula, charge and spin, eV: 3.785
LUMO energy, eV: -0.135
Molecular weight, g/mol: 96.09
E_HOMO, hartree: -0.420

XYZ file:
```
11
Properties=species:S:1:pos:R:3:forces:R:3
N -2.41556 -1.16028 -0.29080 -0.2685 0.0882 0.0257
C -1.87172 -0.20802 0.12587 0.7599 -1.1283 -0.2793
C -0.30243 -1.13009 0.23324 0.1173 0.7328 0.2688
O 0.53522 -0.61021 -0.70364 -0.2065 0.2817 0.2399
C 0.68902 0.80976 -0.68006 0.0421 -0.0830 0.0088
C 1.15444 1.31283 0.63261 0.0056 -0.0196 0.1315
N 1.49126 1.68677 1.66754 -0.1278 -0.1781 -0.4629
H -0.30164 -2.22180 0.12807 -0.6009 0.5629 -0.1262
H -0.12616 -0.81010 1.25983 0.2002 -0.1096 -0.0904
H 1.42224 1.04752 -1.45525 -0.1272 -0.0527 0.1958
H -0.27466 1.28361 -0.91741 0.2059 -0.0942 0.0884
```
Forces are in eV/Å.

(2)
Here is a molecular structure, C42H42F4N9O4S2Sn from the Open Molecules 2025 dataset. Energies are from ωB97M-V with the def2-TZVPD basis set.

Calculated values
Net charge: +1
Energy above the lowest of the compared OMol25 structures with the same formula, charge and spin, eV: 3.211
LUMO energy, eV: -3.834
Molecular weight, g/mol: 995.69
E_HOMO, hartree: -0.263

XYZ file:
```
104
Properties=species:S:1:pos:R:3:forces:R:3
Sn -3.68382 -21.36360 -7.57532 0.4406 3.0954 1.9503
F -3.19263 -26.91656 -10.05846 -0.7161 -0.1005 -0.7770
C -3.79907 -25.96225 -10.85814 1.8368 -1.4054 -1.8498
C -4.28457 -24.89424 -10.21462 -0.2037 1.2332 1.8214
C -4.45156 -23.65496 -10.86101 0.5209 -0.0778 -0.3753
C -4.55709 -22.39068 -10.11625 -1.4620 0.0987 1.3251
O -4.92601 -22.40033 -8.84799 -0.0055 -1.4420 -4.0175
C -4.35052 -21.19771 -10.89778 -0.3205 -0.4997 -0.4058
C -4.58123 -21.33511 -12.26008 0.4870 0.0810 0.6721
N -4.58698 -22.48850 -12.97507 0.7102 -0.5791 1.1523
C -4.56606 -22.45116 -14.41587 -1.3987 0.6802 0.1493
C -5.79138 -22.88480 -15.15563 -0.4412 -1.0332 -1.1741
C -5.41631 -21.43422 -15.14825 -0.0622 0.2004 -0.3824
C -4.28642 -23.67223 -12.26375 -1.1325 0.2517 -0.8896
C -4.02309 -24.86935 -12.98036 0.1474 -0.7448 -0.2283
C -3.61100 -26.03711 -12.31400 -1.4438 1.4399 2.4082
N -3.13281 -27.15552 -12.98999 0.2508 0.5916 -1.7536
C -2.04597 -26.86127 -13.98078 -2.0924 -0.1059 -0.0637
C -2.05428 -27.89591 -15.10408 -0.1116 -0.3142 0.2609
N -2.02425 -29.33960 -14.52956 1.2174 -0.0546 -1.6037
C -3.16222 -29.61853 -13.60200 -1.2473 0.2864 0.7530
C -3.23708 -28.49381 -12.48425 2.0183 -1.1602 -0.0213
C -4.00399 -19.80450 -10.32612 -0.2355 1.8342 1.4155
O -3.91394 -18.81533 -11.06976 -0.2897 -1.9090 0.0556
O -3.82570 -19.75956 -9.03027 -0.2297 0.2992 -3.6171
H -4.37499 -24.95258 -9.10497 0.1580 0.2039 -0.9808
H -4.79749 -20.46298 -12.83746 0.3401 0.6138 -0.1805
H -3.63910 -22.60584 -14.90825 0.9472 -0.2874 0.1107
H -6.65063 -23.24449 -14.56472 0.5424 0.4686 -0.2937
H -5.67916 -23.39951 -16.13873 -0.0209 0.2270 1.0404
H -6.12905 -20.73903 -14.66902 0.8721 -0.3749 -0.1520
H -4.89055 -21.09385 -16.06723 -0.8009 0.0516 0.8381
H -4.18947 -24.94165 -14.08232 0.4006 0.4288 1.0514
H -1.05238 -26.72536 -13.55126 0.1276 -0.3347 0.3084
H -2.31711 -25.88908 -14.44632 0.3681 -0.6923 0.2362
H -1.16341 -27.71192 -15.69537 0.1791 -0.4821 -0.1817
H -2.92577 -27.88105 -15.78481 0.2654 0.2014 0.6656
H -1.10397 -29.51824 -14.09108 -0.5496 0.4122 0.3780
H -1.94822 -30.00525 -15.34715 -0.7392 0.7237 0.9533
H -3.01954 -30.61977 -13.15258 0.1566 0.6543 -0.0699
H -4.11857 -29.69631 -14.16815 0.8549 0.3866 0.0311
H -2.34013 -28.64970 -11.85486 -0.2368 -0.4278 0.1310
H -4.08686 -28.69224 -11.83211 -0.1654 0.3411 -0.3176
F -1.15862 -24.99519 0.93573 1.1008 -0.5979 -1.0797
C -0.53491 -25.48628 -0.18775 0.1234 -1.1325 -0.1940
F -0.77910 -26.85809 -0.22069 0.0710 1.3821 0.3903
F 0.82199 -25.38909 -0.07345 -1.3280 0.4342 0.2491
C -1.09023 -24.86716 -1.44821 -2.1423 -0.2126 0.4408
C -0.48421 -23.83897 -2.15681 1.5165 -0.7181 1.9755
C -1.10880 -23.21565 -3.18037 -0.3424 -0.1798 -0.4865
C -2.36513 -23.64944 -3.55994 0.1368 0.2734 -0.2106
C -2.99037 -24.70076 -2.90587 -1.0885 -0.0964 -0.2402
C -2.44428 -25.25045 -1.78805 2.0503 -0.2788 0.6883
C -3.00177 -22.90271 -4.56278 -1.3354 2.0794 -3.2702
C -3.41665 -22.11308 -5.45349 0.5724 -3.1638 4.1058
H 0.48901 -23.46719 -1.82276 -0.2092 -0.3049 -0.1482
H -0.62475 -22.42317 -3.70092 0.0883 0.6077 -0.2768
H -3.96215 -25.04498 -3.26561 0.1784 0.2803 0.1982
H -3.02517 -25.97451 -1.20647 0.5669 0.1646 -0.1806
N -7.39957 -17.64226 -4.73374 -0.1160 -0.7068 -0.2740
C -6.37059 -17.90164 -5.60939 0.7073 1.3954 -0.4997
S -6.24327 -19.28997 -6.53239 -0.5034 -0.0074 0.4215
N -5.46561 -16.86054 -5.75484 -0.8781 0.2968 2.5333
C -4.33370 -16.70007 -6.58519 -0.4491 -0.3059 -2.6948
C -3.11046 -16.27091 -6.11031 0.3976 -0.2644 1.1264
C -2.04346 -15.95496 -6.94968 -0.6938 0.1928 -1.3417
C -2.27598 -15.93759 -8.34069 0.5690 0.2037 0.5399
C -3.48561 -16.43687 -8.83349 0.2055 0.0171 -0.2134
C -4.52215 -16.83117 -7.99177 1.0847 0.4870 0.6987
H -8.22104 -18.24768 -4.77089 0.7967 0.2361 0.0117
H -7.47906 -16.82353 -4.14270 0.3014 -0.1052 -0.4355
H -5.48732 -16.14018 -5.00484 -0.1796 -0.8426 -0.8128
H -2.96340 -16.22806 -5.02718 0.0060 -0.0285 -0.2793
H -1.05327 -15.72049 -6.57550 -0.2646 0.1691 0.2296
H -1.50850 -15.48755 -9.02194 -0.7326 -0.8432 0.6139
H -3.58107 -16.56718 -9.91139 -0.2200 0.1404 0.2900
H -5.43755 -17.19034 -8.43485 -0.1004 -0.1032 0.2364
N -2.14688 -22.89783 -8.12298 2.3089 -4.1649 -0.7171
C -1.56036 -23.92987 -8.18744 -1.7610 4.3287 -0.0487
N -0.80678 -24.94443 -8.35089 1.4125 -2.0209 -0.4351
C -0.65958 -25.99806 -7.30495 -0.2521 -0.7319 -0.6801
C 0.79341 -26.04839 -6.86438 1.4403 1.2864 -1.4670
O 1.70936 -26.21461 -8.05104 -1.5255 0.7354 0.3846
C 1.52677 -25.13277 -9.01079 -0.6367 -0.0920 2.0181
C 0.12153 -25.09090 -9.54407 -1.3474 0.0578 -0.2332
H -0.91534 -26.96138 -7.82672 0.0544 0.7243 0.6994
H -1.36167 -25.80545 -6.46182 0.5350 -0.0836 -0.6347
H 1.02275 -26.84819 -6.16135 -0.0632 0.0357 -0.2164
H 1.09449 -25.05799 -6.45882 -0.3387 -0.6132 0.2328
H 2.29552 -25.21194 -9.73310 0.5852 -0.3947 -0.9186
H 1.63806 -24.14583 -8.54362 0.3920 -0.1392 0.3725
H -0.17444 -26.00510 -10.08934 0.1243 0.1549 0.3831
H -0.05382 -24.24197 -10.24399 0.1960 -0.4042 0.6918
S -1.36101 -18.64964 -4.31060 -0.0637 -0.3817 0.3442
C -2.72455 -18.87499 -3.38003 -0.9734 -0.0614 -1.0658
N -3.73601 -19.74067 -3.80377 0.7076 -1.4960 -0.8349
C -4.83311 -20.02101 -3.10299 -1.1334 0.5845 -0.3169
C -5.12005 -19.33372 -1.96714 -0.0191 0.5255 0.6003
C -4.17465 -18.35124 -1.64858 0.4210 0.2216 0.9301
N -3.06310 -18.13793 -2.30196 0.4551 0.6371 0.7074
H -3.58067 -20.43152 -4.60586 0.1996 1.1319 0.8268
H -5.58111 -20.63312 -3.59199 0.3634 -0.4791 0.0079
H -6.01228 -19.41790 -1.35347 0.1164 -0.3186 -0.4045
H -4.31485 -17.72578 -0.74113 -0.0230 -0.2899 -0.7100
```
Forces are in eV/Å.

(3)
Here is a molecular structure, C24H33FeI2N6O2PS5 from the Open Molecules 2025 dataset. Energies are from ωB97M-V with the def2-TZVPD basis set.

Calculated values
Net charge: 0
LUMO energy (spin up / spin down), eV: -0.739 / -0.744
Molecular weight, g/mol: 938.53
E_HOMO (spin up / spin down), hartree: -0.277 / -0.276

XYZ file:
```
74
Properties=species:S:1:pos:R:3:forces:R:3
Fe -0.87991 -0.00797 -1.16401 0.3696 0.0953 -0.9486
C -3.21577 3.19945 0.17672 -0.0012 0.0002 0.0139
C -2.24021 2.30531 -0.50606 0.2596 -0.3113 -0.1970
N -1.89953 1.13889 -0.07109 -0.1025 -0.0397 0.2869
N -2.43880 0.59389 1.06399 0.1329 -0.1544 -0.2209
C -2.00306 -0.66612 1.16240 0.3857 0.0546 -0.2519
O -1.16684 -1.22399 0.35738 -0.7055 0.2599 0.1856
C -2.49998 -1.46862 2.30586 -0.0416 0.0406 0.0192
C -3.58910 -1.03466 3.05720 0.0313 0.0106 0.0698
C -4.04063 -1.79606 4.12329 -0.0067 0.0300 -0.0174
C -3.40756 -2.98923 4.44440 0.0027 -0.0180 0.0150
C -2.32737 -3.42851 3.69119 -0.0043 -0.0066 0.0039
C -1.87865 -2.67443 2.61870 -0.0379 -0.0053 -0.0388
C -1.52016 2.65091 -1.75747 0.0350 -0.0361 0.1077
C -1.49686 3.92888 -2.30201 -0.0484 -0.1068 0.0350
C -0.70372 4.17303 -3.41074 0.0235 0.0020 -0.0288
C 0.05656 3.14441 -3.94305 -0.0280 0.0757 -0.0390
C -0.01891 1.89314 -3.35614 -0.1527 -0.0615 0.0187
N -0.79850 1.64269 -2.30892 -0.0346 0.2984 0.3367
H -4.01849 2.59693 0.59860 0.0179 -0.0132 -0.0049
H -2.73919 3.73717 1.00127 -0.0030 0.0182 -0.0129
H -3.63879 3.92265 -0.51767 -0.0265 -0.0085 0.0175
H -4.07028 -0.10353 2.79208 0.0009 -0.0082 0.0052
H -4.89051 -1.45975 4.70319 0.0017 -0.0058 -0.0001
H -3.76161 -3.58125 5.27894 0.0023 -0.0009 -0.0047
H -1.83962 -4.36360 3.93462 -0.0011 0.0018 -0.0034
H -1.05739 -3.01798 2.00472 0.0310 0.0020 -0.0025
H -2.07959 4.71852 -1.84972 0.0067 0.0025 -0.0121
H -0.67234 5.16238 -3.84830 0.0029 -0.0047 0.0004
H 0.69229 3.29924 -4.80311 0.0069 -0.0001 0.0116
H 0.54896 1.05119 -3.73120 0.0116 -0.0083 0.0166
C 3.84865 0.76136 -1.64539 0.0069 0.0026 0.0369
N 3.34701 1.41019 -0.44051 0.0791 -0.0127 0.0635
C 4.25337 2.39510 0.11898 -0.0559 0.0164 -0.0293
P 2.04173 0.75344 0.32747 0.0344 0.2329 -0.1815
O 1.07970 0.32577 -0.74131 -0.1697 -0.1739 0.5841
N 1.51433 1.98630 1.30274 -0.0530 0.0094 -0.0477
C 0.79814 1.68227 2.54032 0.0423 0.0209 -0.0403
C 1.03650 3.20403 0.65292 0.0627 -0.0658 0.0763
N 2.52984 -0.47383 1.30281 0.0260 -0.0175 -0.1401
C 1.64766 -1.52705 1.78699 -0.0758 -0.0379 0.0198
C 3.81116 -0.44492 1.98856 0.0092 0.0097 0.0228
H 4.80127 0.25783 -1.44961 -0.0087 -0.0123 -0.0095
H 4.00873 1.50753 -2.42862 0.0066 -0.0001 -0.0035
H 3.13149 0.02802 -2.00589 -0.0060 0.0222 -0.0005
H 5.22466 1.95535 0.37262 0.0019 -0.0028 -0.0081
H 3.82500 2.84083 1.01339 0.0116 -0.0180 0.0072
H 4.43137 3.18574 -0.61569 0.0019 0.0206 0.0091
H 1.28110 0.86246 3.06724 -0.0082 -0.0045 -0.0191
H -0.25114 1.42432 2.35640 0.0068 0.0013 0.0314
H 0.83003 2.56349 3.18347 -0.0005 -0.0008 0.0206
H 1.53731 3.34436 -0.30448 -0.0201 -0.0146 -0.0155
H 1.25590 4.06428 1.28977 -0.0042 0.0150 -0.0005
H -0.04236 3.16214 0.48283 -0.0033 0.0290 -0.0113
H 0.69169 -1.49737 1.27020 0.0433 0.0040 -0.0139
H 1.47575 -1.40857 2.86384 -0.0462 -0.0030 -0.0087
H 2.11249 -2.50403 1.62651 0.0057 0.0723 0.0057
H 4.43027 0.37667 1.64097 -0.0001 -0.0020 -0.0273
H 4.34659 -1.38126 1.81202 -0.0285 -0.0093 -0.0011
H 3.66904 -0.33204 3.06904 0.0026 0.0177 0.0084
C -1.58147 -4.80738 -4.15663 -0.0222 0.0153 -0.0421
S -1.92427 -4.61551 -2.38996 0.0255 -0.0013 -0.0134
C -0.33885 -4.10054 -1.84278 -0.0056 -0.0261 -0.0171
C 0.25963 -2.92385 -2.09972 0.0681 0.1406 0.1035
S -0.29270 -1.53019 -2.99816 0.0908 -0.1275 0.0140
S 1.85508 -2.72890 -1.42202 -0.0155 -0.0716 0.2245
C 1.94822 -4.22435 -0.56175 0.2142 -0.1574 -0.5219
S 3.27453 -4.67515 0.30093 -0.0607 0.0098 0.1557
S 0.57661 -5.22523 -0.86198 -0.0912 0.0666 0.1739
H -2.51276 -5.13059 -4.62024 0.0000 0.0009 0.0164
H -0.81568 -5.56148 -4.32446 0.0016 0.0015 0.0224
H -1.27923 -3.85429 -4.58681 0.0004 -0.0031 0.0036
I -2.93153 -0.90933 -2.62967 -0.3351 0.0040 0.2180
I -5.30935 0.42135 -1.98941 0.1406 -0.0529 -0.0262
```
Forces are in eV/Å.